{
  "formula": "C35H45N8O10SeSr",
  "method": "the ωB97M-V functional and the def2-TZVPD basis",
  "species": ["Sr", "O", "C", "O", "C", "C", "C", "C", "C", "N", "C", "O", "O", "H", "H", "H", "O", "C", "C", "C", "C", "C", "C", "C", "O", "N", "O", "O", "H", "H", "H", "H", "N", "C", "N", "O", "H", "H", "H", "H", "C", "N", "C", "C", "O", "N", "C", "C", "H", "H", "H", "H", "H", "H", "H", "H", "H", "H", "H", "H", "C", "C", "C", "C", "N", "C", "Se", "N", "C", "C", "C", "C", "C", "C", "C", "C", "C", "C", "H", "H", "H", "H", "H", "H", "H", "H", "H", "H", "H", "H", "H", "H", "H", "H", "H", "H", "H", "H", "H", "H"],
  "positions_angstrom": [[1.318, -0.152, -1.407], [4.397, 3.154, -1.591], [3.417, 2.420, -1.717], [3.380, 1.166, -1.907], [2.035, 3.100, -1.681], [1.868, 4.465, -1.501], [0.580, 4.981, -1.530], [-0.501, 4.135, -1.745], [-0.248, 2.783, -1.906], [0.991, 2.299, -1.877], [-1.348, 1.748, -2.162], [-2.506, 2.160, -2.285], [-0.949, 0.543, -2.231], [2.745, 5.078, -1.347], [0.417, 6.044, -1.390], [-1.523, 4.485, -1.779], [3.042, -1.829, -0.389], [3.879, -1.611, 0.476], [3.937, -0.527, 1.430], [5.049, -0.514, 2.269], [5.225, 0.480, 3.201], [4.289, 1.533, 3.304], [3.193, 1.547, 2.502], [2.926, 0.506, 1.538], [1.864, 0.515, 0.873], [6.373, 0.450, 4.071], [6.521, 1.372, 4.861], [7.207, -0.432, 3.912], [4.724, -2.322, 0.574], [5.792, -1.298, 2.191], [4.467, 2.318, 4.025], [2.467, 2.350, 2.557], [0.653, -4.380, 0.237], [0.568, -3.420, -0.734], [1.017, -3.792, -1.969], [0.102, -2.308, -0.487], [0.660, -5.344, -0.045], [0.154, -4.167, 1.087], [1.778, -4.451, -1.985], [1.088, -3.042, -2.654], [2.231, 0.783, -5.004], [0.819, 0.430, -4.996], [-0.097, 1.546, -5.183], [0.424, -0.720, -4.394], [1.201, -1.375, -3.660], [-0.842, -1.151, -4.655], [-1.402, -2.192, -3.816], [-1.439, -1.018, -5.967], [2.477, 1.229, -5.970], [2.831, -0.109, -4.847], [2.473, 1.486, -4.206], [0.235, 2.383, -4.564], [-1.099, 1.275, -4.863], [-0.112, 1.871, -6.228], [-1.095, -2.036, -2.787], [-1.106, -3.194, -4.149], [-2.489, -2.109, -3.856], [-0.859, -0.335, -6.582], [-2.461, -0.639, -5.890], [-1.470, -1.992, -6.470], [-5.116, 2.074, 0.283], [-5.067, 0.786, 1.098], [-4.677, -0.428, 0.255], [-3.201, -0.443, -0.130], [-2.343, -0.766, 1.004], [-1.515, 0.100, 1.662], [-1.391, 1.896, 1.412], [-0.827, -0.641, 2.584], [0.230, -0.155, 3.458], [-0.217, -0.065, 4.914], [-1.174, 1.092, 5.195], [-0.494, 2.455, 5.131], [-1.230, -1.960, 2.522], [-0.840, -3.079, 3.239], [-1.461, -4.286, 2.927], [-2.422, -4.364, 1.918], [-2.798, -3.240, 1.190], [-2.194, -2.038, 1.516], [-5.381, 2.923, 0.916], [-5.861, 1.997, -0.513], [-4.154, 2.292, -0.183], [-6.042, 0.602, 1.559], [-4.349, 0.900, 1.916], [-5.264, -0.433, -0.670], [-4.923, -1.351, 0.791], [-2.885, 0.519, -0.526], [-2.995, -1.183, -0.907], [0.533, 0.812, 3.064], [1.081, -0.831, 3.350], [0.679, 0.042, 5.534], [-0.688, -1.009, 5.203], [-1.615, 0.950, 6.186], [-1.998, 1.064, 4.476], [0.357, 2.498, 5.815], [-1.190, 3.250, 5.404], [-0.141, 2.668, 4.121], [-0.085, -3.020, 4.012], [-1.193, -5.178, 3.478], [-2.882, -5.318, 1.696], [-3.533, -3.304, 0.399]],
  "charge": -1,
  "relative_energy_ev": 0.612
}